[1]
Entry from the Open Molecules 2025 dataset: a molecular structure, C33H38F3GaN12OSSi2 (wB97M-V/def2-TZVPD).

Geometry as XYZ:
```
91
Properties=species:S:1:pos:R:3:mulliken_charge:R:1
Ga 1.2016 -0.6651 1.3313 -0.63
N 3.9470 0.1856 2.9705 0.06
C 2.8911 -0.2610 3.7540 0.21
N 2.9723 -0.3845 5.0637 -0.66
N 1.7583 -0.8666 5.4186 -0.85
N 1.0100 -1.0242 4.3907 -0.32
N 1.6910 -0.6169 3.2976 1.25
C 4.1748 -0.3010 1.6902 0.31
N 5.3773 -0.3827 1.1476 -0.79
N 5.1426 -0.8820 -0.0821 -0.90
N 3.8858 -1.0914 -0.2556 -0.23
N 3.2292 -0.7233 0.8658 0.94
H 4.7988 0.2955 3.4995 0.36
C 1.6682 3.1765 3.6144 -1.40
Si 0.4941 2.3198 2.3974 0.93
C -0.5817 3.6501 1.5874 -1.37
C -0.6299 1.3660 3.5504 -0.94
N 1.2933 1.3663 1.1759 0.41
C 1.9671 2.0378 0.1721 0.43
C 2.2426 1.4264 -1.0660 1.55
C 2.9118 2.0849 -2.0821 -0.37
C 3.3325 3.4019 -1.9437 -1.12
C 3.0683 4.0339 -0.7386 -0.97
C 2.4124 3.3752 0.2864 -0.40
H 1.0809 3.5134 4.4735 0.33
H 2.2232 4.0319 3.2338 0.46
H 2.3921 2.4453 3.9804 0.31
H -1.2969 4.0497 2.3100 0.41
H -1.1475 3.2166 0.7584 0.20
H -0.0045 4.4819 1.1869 0.42
H -1.4654 2.0188 3.8202 0.47
H -0.0987 1.1062 4.4643 0.48
H -1.0365 0.4447 3.1373 -0.04
H 1.9134 0.4071 -1.2199 -0.44
H 3.1106 1.5506 -3.0027 0.08
H 3.8662 3.9072 -2.7398 0.37
H 3.3860 5.0602 -0.5808 0.36
H 2.2536 3.9114 1.2061 0.07
F 0.0782 -3.1355 2.3166 -0.24
C 1.1179 -2.7819 1.4946 -0.10
F 2.2341 -3.2371 2.1559 -0.26
F 0.9931 -3.6322 0.4408 -0.36
C 3.8389 -1.0433 -4.1209 -1.13
N 2.8758 -1.0055 -3.0380 0.31
C 1.5534 -1.2947 -3.1700 -0.18
S 0.7538 -2.0089 -1.9084 0.10
N 0.9329 -0.9263 -4.3307 -0.22
C 1.2984 0.2773 -5.0616 -0.91
H 4.7734 -1.4410 -3.7283 0.37
H 4.0445 -0.0555 -4.5439 0.27
H 3.4952 -1.6998 -4.9238 0.39
H 3.2234 -1.2571 -2.1110 0.24
H -0.0620 -1.0904 -4.2643 0.37
H 1.9302 0.0653 -5.9266 0.28
H 1.8149 0.9827 -4.4104 0.17
H 0.3831 0.7546 -5.4112 0.37
O -0.6949 -0.5400 0.9580 0.72
Si -2.0399 -1.0011 0.2568 -1.42
C -2.1721 -0.1711 -1.4400 0.21
C -3.1615 -0.4699 -2.3751 -0.13
C -3.2389 0.2082 -3.5866 -0.80
C -2.3335 1.2224 -3.8719 -0.60
C -1.3533 1.5506 -2.9420 -0.78
C -1.2728 0.8538 -1.7449 0.44
C -3.5729 -0.3198 1.1535 0.44
C -3.5108 0.9713 1.6837 -0.38
C -4.6184 1.5805 2.2540 -0.81
C -5.8327 0.9091 2.2990 -0.47
C -5.9253 -0.3679 1.7656 -0.75
C -4.8075 -0.9695 1.1997 -0.41
C -2.3652 -2.8491 0.0702 1.03
C -2.7014 -3.5985 1.2015 -0.14
C -2.9546 -4.9589 1.1212 -0.73
C -2.8773 -5.6058 -0.1051 -0.54
C -2.5405 -4.8847 -1.2400 -0.77
C -2.2851 -3.5221 -1.1483 -0.11
H -3.8786 -1.2563 -2.1638 0.39
H -4.0095 -0.0495 -4.3050 0.38
H -2.3998 1.7634 -4.8099 0.38
H -0.6413 2.3409 -3.1501 0.49
H -0.4906 1.0927 -1.0336 0.20
H -2.5712 1.5084 1.6467 0.35
H -4.5330 2.5804 2.6627 0.42
H -6.7008 1.3781 2.7481 0.34
H -6.8694 -0.9004 1.7934 0.39
H -4.9022 -1.9685 0.7898 0.33
H -2.7420 -3.1128 2.1694 0.46
H -3.1951 -5.5181 2.0177 0.38
H -3.0675 -6.6713 -0.1717 0.33
H -2.4570 -5.3856 -2.1976 0.38
H -1.9975 -2.9755 -2.0372 0.31
```

Summary:
Charge: -2
Frontier orbital gap, eV: 6.56

[2]
Entry from the Open Molecules 2025 dataset: 7 unconnected molecules or ions with the total composition C30H45BIN6O3S at a distorted geometry (wB97M-V/def2-TZVPD).

Geometry as XYZ:
```
87
Properties=species:S:1:pos:R:3:mulliken_charge:R:1
C 0.1242 -1.1055 0.9018 -1.32
C -0.3803 0.2866 0.5427 0.15
C -0.5441 0.4763 -0.9494 -0.32
C 0.7471 0.3107 -1.7259 -0.32
O 1.2848 1.5577 -2.2598 -0.26
S 1.5609 2.6290 -1.0912 0.09
I 2.7356 4.3881 -2.1984 0.16
B 2.8822 1.9570 0.0999 0.90
O 3.0684 2.7729 1.1581 -0.59
O 3.5326 0.8126 -0.0494 -0.21
C 4.1371 0.5750 -1.3664 0.13
C 5.4212 -0.2038 -1.1552 -1.30
H 1.2095 -1.1250 0.9179 0.27
H -0.1933 -1.3816 1.8937 0.44
H -0.1821 -1.8457 0.1736 0.29
H -1.3388 0.4099 1.0256 0.31
H 0.2815 1.0408 0.9811 -0.09
H -1.0634 1.4025 -1.1704 0.32
H -1.2076 -0.3162 -1.2725 -0.07
H 1.4737 -0.2256 -1.1324 0.18
H 0.5692 -0.2993 -2.5960 0.46
H 2.6416 2.3691 1.9416 0.29
H 4.3500 1.5109 -1.8654 0.22
H 3.4714 -0.0274 -1.9675 0.18
H 5.5377 -0.9868 -1.8875 0.41
H 6.2752 0.4507 -1.1330 0.38
H 5.3496 -0.6899 -0.1928 0.24
N -4.1719 2.5975 1.3851 0.06
C -3.4168 2.7900 0.2627 -1.28
C -4.0922 2.2473 -0.7979 0.02
C -5.3071 1.7081 -0.2948 -0.39
C -5.3281 1.9455 1.0537 -0.78
H -3.9187 2.8885 2.3119 0.21
H -2.4656 3.2930 0.3160 0.54
H -3.7499 2.2332 -1.8202 0.72
H -6.0753 1.2044 -0.8577 0.43
H -6.0619 1.7033 1.8025 0.43
N 7.3928 -3.1492 0.1979 0.02
C 7.6782 -4.3622 -0.3702 -0.49
C 8.9405 -4.2926 -0.8928 -0.41
C 9.4392 -2.9887 -0.6275 -0.42
C 8.4634 -2.3074 0.0472 -0.46
H 6.5322 -2.9156 0.6561 0.19
H 6.9625 -5.1659 -0.3523 0.38
H 9.4525 -5.0885 -1.4061 0.39
H 10.4051 -2.5982 -0.8993 0.41
H 8.4386 -1.3026 0.4333 0.39
N -5.6196 2.7307 -3.8712 0.02
C -4.8618 2.9205 -4.9948 -0.44
C -5.5311 2.3630 -6.0514 -0.49
C -6.7423 1.8195 -5.5452 -0.48
C -6.7684 2.0645 -4.1984 -0.42
H -5.3728 3.0382 -2.9478 0.28
H -3.9170 3.4345 -4.9467 0.39
H -5.1931 2.3487 -7.0738 0.42
H -7.5069 1.3099 -6.1063 0.42
H -7.5024 1.8234 -3.4489 0.38
N -2.1071 -4.2066 3.2936 0.02
C -2.6517 -3.0559 2.7919 -0.72
C -3.2279 -2.3762 3.8316 -0.47
C -3.0188 -3.1459 5.0076 -0.57
C -2.3254 -4.2679 4.6429 -0.48
H -1.6245 -4.9019 2.7551 0.21
H -2.5861 -2.8219 1.7426 0.75
H -3.7438 -1.4335 3.7580 0.47
H -3.3435 -2.9045 6.0053 0.39
H -1.9714 -5.1012 5.2246 0.39
N -2.2265 -3.7324 -3.7179 0.02
C -2.7885 -2.5758 -4.1856 -0.72
C -3.3741 -1.9354 -3.1261 -0.52
C -3.1543 -2.7395 -1.9736 -0.33
C -2.4402 -3.8394 -2.3713 -0.65
H -1.7376 -4.4049 -4.2802 0.19
H -2.7302 -2.3121 -5.2274 0.42
H -3.9071 -0.9999 -3.1729 0.66
H -3.4873 -2.5341 -0.9692 0.53
H -2.0737 -4.6860 -1.8166 0.41
N 2.9163 3.7536 4.5855 0.05
C 1.5599 3.5517 4.5958 -0.35
C 1.1486 3.5355 5.9005 -0.59
C 2.2982 3.7426 6.7082 -0.38
C 3.3715 3.8750 5.8699 -0.55
H 3.4911 3.8105 3.7650 0.19
H 1.0057 3.4402 3.6778 0.49
H 0.1364 3.3958 6.2400 0.39
H 2.3317 3.7903 7.7830 0.40
H 4.4141 4.0441 6.0755 0.38
```

Summary:
Charge: +1
Frontier orbital gap, eV: 4.12

[3]
Entry from the Open Molecules 2025 dataset: a molecular structure, C26H40Cl3N4O3RhSi at a distorted geometry (wB97M-V/def2-TZVPD).

Geometry as XYZ:
```
78
Properties=species:S:1:pos:R:3:mulliken_charge:R:1
C -1.0679 -5.1528 -5.5397 -1.42
C -1.6663 -6.4228 -4.9880 0.41
H -0.1007 -5.3673 -6.0272 0.38
H -0.9528 -4.3822 -4.7556 0.11
H -1.7354 -4.7255 -6.3112 0.28
C -1.5210 -7.5987 -5.6235 0.09
C -0.8073 -7.8259 -6.9073 -1.49
H -1.9976 -8.4936 -5.2290 0.36
H 0.2128 -7.4252 -6.9069 0.34
H -1.3350 -7.4061 -7.7760 0.31
H -0.7351 -8.9074 -7.0667 0.37
Rh -0.4632 -0.8037 -1.1279 0.47
Cl -2.2302 0.5193 -1.7094 -0.26
Cl -1.4656 -2.4316 -2.3891 -0.09
C -2.4508 -1.6405 0.8954 0.17
O -1.2025 -1.5070 0.7549 -0.58
N -2.9123 -2.3939 1.8855 0.30
C -1.9446 -3.0433 2.7608 -0.91
C -4.2773 -2.9152 1.9028 -0.84
H -3.1942 -1.1614 0.2322 0.42
H -1.1360 -2.3459 3.0100 0.28
H -1.5276 -3.9375 2.2738 0.14
H -2.4846 -3.3699 3.6550 0.41
H -4.9595 -2.1861 1.4612 0.35
H -4.5639 -3.1102 2.9423 0.33
H -4.3695 -3.8655 1.3551 0.27
H 3.4183 -1.1020 -3.5971 0.29
H 1.7372 -3.6470 -2.7149 0.33
C 4.0088 -1.6217 -2.8272 -0.86
C 2.7053 -3.6560 -2.1837 -1.01
N 3.1448 -2.2966 -1.8620 0.20
H 4.6213 -0.8814 -2.2969 0.33
C 2.4478 -1.5334 -1.0198 0.19
O 1.3681 -1.8643 -0.4598 -0.47
H 2.6221 -4.2512 -1.2704 0.29
H 2.9321 -0.5579 -0.8220 0.25
H 4.6409 -2.3758 -3.3040 0.33
H 3.4831 -4.0852 -2.8186 0.45
O -1.6315 -5.6116 -2.7231 -0.10
C -2.4725 -6.2623 -3.7019 0.25
C -2.3646 -8.6827 -2.8624 -0.20
C -3.1365 -7.5647 -3.2046 0.21
H -1.2757 -8.6219 -2.9826 0.87
C -2.9962 -9.8643 -2.4284 -1.04
H -3.2774 -5.5323 -3.9186 0.21
C -4.5352 -7.6546 -3.1462 -0.38
H -2.3815 -10.7138 -2.1447 0.40
C -4.3892 -9.9470 -2.3476 -0.50
C -5.1545 -8.8388 -2.7211 -0.61
H -5.1141 -6.7843 -3.4742 0.36
H -4.8928 -10.8271 -1.9405 0.38
H -6.2439 -8.8727 -2.6670 0.39
Si -1.4231 -5.8285 -1.0558 0.52
Cl 0.7288 -0.4708 -3.1094 -0.31
C -0.3099 -7.2969 -0.7133 -1.14
C -3.0981 -5.8987 -0.1924 -1.02
C -0.3744 -4.5073 -0.2942 0.43
H -0.8151 -8.2696 -0.7807 0.40
H 0.0840 -7.1456 0.3055 0.44
H 0.5382 -7.2711 -1.4140 0.25
H 0.5775 -4.3265 -0.7863 -0.59
H -0.2516 -4.5977 0.7824 0.44
H -0.9913 -3.6221 -0.5293 -0.79
H -3.5548 -6.8950 -0.3173 0.31
H -3.8116 -5.1431 -0.5641 0.31
H -3.0067 -5.7419 0.8969 0.45
N 1.1811 4.9187 3.6379 -0.59
C 0.9715 4.0265 2.9077 -0.02
C 0.6628 2.9452 1.9980 0.65
C 1.6398 2.3696 1.1909 -0.94
C 1.2803 1.3485 0.3132 -0.44
N 0.0318 0.8953 0.2324 0.34
C -0.9204 1.4251 1.0119 -0.12
C -0.6378 2.4620 1.8946 -1.00
H 2.6793 2.6721 1.2684 0.42
H 2.0196 0.9094 -0.3481 0.43
H -1.9305 1.0340 0.9145 0.42
H -1.4473 2.8739 2.4892 0.41
```

Summary:
Spin multiplicity: 5
Frontier orbital gap (alpha / beta), eV: 2.44 / 5.50
Expectation value of S²: 6.0338

[4]
Entry from the Open Molecules 2025 dataset: 10 unconnected molecules or ions with the total composition H20O10 (wB97M-V/def2-TZVPD).

Geometry as XYZ:
```
30
Properties=species:S:1:pos:R:3:mulliken_charge:R:1
O 15.9652 -34.2001 22.5537 -0.64
H 15.9673 -33.2446 22.4969 0.32
H 15.2120 -34.4060 23.1073 0.32
O 18.7624 -25.3640 14.3915 -0.63
H 18.7129 -24.4203 14.5441 0.32
H 19.5157 -25.6513 14.9076 0.32
O 16.8784 -29.5463 23.7147 -0.65
H 17.7360 -29.8906 23.4651 0.33
H 16.7982 -29.7537 24.6457 0.32
O 12.2116 -27.0074 14.0996 -0.63
H 11.3603 -27.3616 13.8426 0.32
H 12.0696 -26.6550 14.9781 0.32
O 16.6856 -23.9385 24.3497 -0.63
H 17.0046 -24.6597 24.8923 0.32
H 17.0105 -24.1371 23.4714 0.32
O 16.2604 -29.2291 12.4625 -0.64
H 15.3850 -28.9589 12.7398 0.32
H 16.8232 -28.4889 12.6895 0.32
O 14.7329 -22.6349 17.4190 -0.64
H 15.3805 -22.2138 17.9842 0.32
H 14.8362 -23.5708 17.5915 0.32
O 19.2191 -23.2601 20.1104 -0.63
H 19.0383 -23.9172 19.4383 0.31
H 19.8741 -22.6854 19.7141 0.32
O 15.5425 -27.1725 18.4657 -0.63
H 15.8211 -27.8654 19.0644 0.32
H 15.5897 -27.5724 17.5973 0.32
O 14.1705 -33.2622 15.9130 -0.63
H 14.2793 -32.3185 15.7952 0.31
H 13.2373 -33.4164 15.7661 0.32
```

Summary:
SMILES: O.O.O.O.O.O.O.O.O.O
Frontier orbital gap, eV: 11.32

[5]
Entry from the Open Molecules 2025 dataset: a molecular structure, C31H46FeN8O5S4Si (wB97M-V/def2-TZVPD).

Geometry as XYZ:
```
96
Properties=species:S:1:pos:R:3:mulliken_charge:R:1
Fe 0.6573 0.8481 -1.0573 1.45
N 3.9682 0.1188 -2.5856 -0.21
C 3.2762 1.1923 -3.0448 0.03
N 2.0490 1.4924 -2.7003 0.25
C 1.6003 2.6102 -3.3966 -0.33
C 2.5052 3.1845 -4.2166 -0.22
S 3.9811 2.2928 -4.1846 -0.23
C 0.2120 3.0227 -3.1878 -0.42
C -0.5013 3.9094 -3.9156 -0.45
S -2.0884 4.0547 -3.2570 -0.25
C -1.6862 2.8752 -2.0430 0.09
N -0.4626 2.4192 -2.1481 0.48
N -2.5608 2.5576 -1.0663 0.02
H 3.3960 -0.7033 -2.3679 0.17
H 4.7996 -0.1103 -3.1062 0.31
H 2.3972 4.0697 -4.8188 0.46
H -0.1989 4.4583 -4.7906 0.47
H -3.5162 2.4172 -1.3711 0.32
H -2.2553 1.7715 -0.5003 -0.60
C -2.1847 -1.9642 1.3333 -1.46
C -0.7672 -1.8164 1.8744 1.94
C 0.1599 -2.8442 1.2320 -1.59
C -0.7695 -1.9834 3.3901 -1.49
O -0.2197 -0.5436 1.5043 0.33
Si -0.4774 0.9761 2.0764 -0.70
S 0.6594 2.2503 0.8882 -1.07
O -0.1288 1.0876 3.6813 0.44
C 1.0756 1.2985 4.4167 1.90
C 0.8253 0.7157 5.8021 -1.82
C 1.3426 2.7967 4.5059 -1.70
C 2.2474 0.5899 3.7449 -1.19
O -2.1052 1.1944 1.9880 0.46
C -2.9802 2.0650 2.7236 1.56
C -3.2596 1.4449 4.0898 -1.47
C -2.3596 3.4501 2.8583 -1.31
C -4.2714 2.1434 1.9188 -1.73
H -2.5706 -2.9602 1.5622 0.50
H -2.1925 -1.8172 0.2551 0.06
H -2.8428 -1.2175 1.7749 0.06
H -0.1960 -3.8606 1.4159 0.44
H 1.1629 -2.7367 1.6544 0.34
H 0.2193 -2.6664 0.1568 0.03
H -1.1428 -2.9759 3.6499 0.58
H -1.4075 -1.2367 3.8645 0.19
H 0.2397 -1.8771 3.7927 0.21
H -0.0374 1.2013 6.2601 0.34
H 1.6933 0.8661 6.4470 0.42
H 0.6206 -0.3536 5.7315 0.33
H 0.5073 3.2961 4.9997 0.36
H 1.4625 3.2181 3.5072 0.22
H 2.2489 2.9902 5.0839 0.49
H 2.0342 -0.4751 3.6264 0.28
H 3.1501 0.7041 4.3496 0.62
H 2.4143 1.0252 2.7590 -0.14
H -2.3394 1.3555 4.6648 0.03
H -3.6919 0.4500 3.9620 0.26
H -3.9702 2.0583 4.6475 0.56
H -1.4429 3.4098 3.4488 0.04
H -3.0584 4.1270 3.3539 0.53
H -2.1199 3.8498 1.8717 0.21
H -4.6416 1.1400 1.7035 0.34
H -4.1001 2.6633 0.9774 0.32
H -5.0346 2.6869 2.4784 0.43
C 4.6092 0.1526 1.3651 -1.61
C 3.4068 -0.1732 0.6168 0.72
N 2.4537 -0.3754 0.0127 -0.08
H 4.6791 -0.4699 2.2552 0.32
H 4.5559 1.1981 1.6676 0.37
H 5.4854 0.0004 0.7371 0.45
N 2.9045 -3.6010 -0.6489 -0.48
C 2.3549 -3.5016 -1.8983 0.39
N 2.4744 -2.4518 -2.6374 -0.40
C 1.7853 -2.6244 -3.8324 -0.40
C 1.6364 -1.6609 -4.8266 -0.01
C 0.9007 -1.9674 -5.9573 -0.89
C 0.3122 -3.2238 -6.1167 -0.50
C 0.4417 -4.1895 -5.1334 -0.54
C 1.1727 -3.8724 -3.9976 0.72
S 1.4505 -4.8401 -2.5779 -0.29
H 2.9947 -2.6942 -0.2081 0.07
H 2.4895 -4.2898 -0.0419 0.33
H 2.0739 -0.6799 -4.6994 0.36
H 0.7759 -1.2187 -6.7287 0.40
H -0.2578 -3.4425 -7.0097 0.39
H -0.0250 -5.1596 -5.2426 0.39
O -4.3590 0.0070 -1.9725 -0.71
C -3.3259 -0.6151 -2.1165 0.33
C -3.2216 -1.9865 -2.7918 -0.79
C -1.7218 -2.2619 -2.7980 0.29
C -1.1740 -1.0471 -2.0806 -1.37
O 0.0673 -0.8919 -1.8765 0.93
N -2.0843 -0.1816 -1.6983 0.44
H -3.6732 -1.9444 -3.7821 0.37
H -3.7919 -2.7051 -2.2021 0.23
H -1.2833 -2.3322 -3.7950 -0.08
H -1.4312 -3.1624 -2.2521 0.14
```

Summary:
Spin multiplicity: 5
Frontier orbital gap (alpha / beta), eV: 8.09 / 8.03
Expectation value of S²: 6.0090